Entry a
ORCA calculation (the ωB97M-V functional and the def2-TZVPD basis) on C3H7NOS2 in the gas phase.

Values from the calculation:
**SMILES string**: CSC(=S)N(C)O
**Highest occupied orbital energy**: -8.62 eV
**Total charge**: 0
**Kohn-Sham gap**: 9.24 eV

Element x y z (Å)
C1 -2.29738 0.96092 -1.09886
S1 -1.37213 0.75134 0.46641
C2 0.10656 -0.09486 -0.13653
S2 0.47683 -0.46623 -1.73631
N1 1.00802 -0.34037 0.83795
C3 0.90985 -0.09944 2.27861
O1 2.18672 -1.06488 0.61956
H1 -3.31511 1.34920 -0.86676
H2 -1.77273 1.71293 -1.72711
H3 -2.44716 0.03053 -1.63938
H4 1.92440 0.05413 2.64008
H5 0.60186 -1.04639 2.75251
H6 0.26539 0.77070 2.45924
H7 2.20421 -1.13098 -0.38149

---

Entry b
ORCA calculation (the ωB97M-V functional and the def2-TZVPD basis) on C3H7NOS2 in the gas phase.

Values from the calculation:
**SMILES string**: NC(=O)CCSS
**Highest occupied orbital energy**: -8.65 eV
**Total charge**: 0
**Kohn-Sham gap**: 9.04 eV

Element x y z (Å)
N1 2.37396 1.12357 -0.08965
C1 1.41430 0.63461 0.76916
O1 1.71821 0.12120 1.82147
C2 -0.00262 0.76611 0.22004
C3 -1.08812 -0.31304 0.38142
S1 -2.14904 -0.57728 -1.07102
S2 -1.77092 -2.57977 -1.49454
H1 3.28801 0.70700 -0.06582
H2 2.05310 1.55974 -0.93180
H3 -0.31556 1.48444 0.97845
H4 0.03269 1.17079 -0.78853
H5 -1.80198 0.05083 1.11147
H6 -0.69024 -1.24100 0.78282
H7 -3.06179 -2.90720 -1.62347

---

Entry c
ORCA calculation (the ωB97M-V functional and the def2-TZVPD basis) on C3H7NOS2 in the gas phase.

Values from the calculation:
**Highest occupied orbital energy (spin up / spin down)**: -7.72 / -7.72 eV
**Total charge**: 0
**Kohn-Sham gap (spin up / spin down)**: 8.11 / 8.11 eV

Element x y z (Å)
C1 0.25567 -1.52270 -0.08689
C2 -0.48703 1.81698 0.56270
C3 -0.19234 1.30077 -0.77813
N1 -0.32742 -2.69022 0.12168
O1 2.45237 -0.03678 0.04865
S1 1.80809 -1.30943 0.54352
S2 -0.81626 -0.35923 -1.10949
H1 -1.44810 2.00930 0.85027
H2 -0.23274 1.17556 1.40172
H3 -0.06633 2.90155 0.65044
H4 0.83590 1.24723 -0.87994
H5 -0.66688 1.92646 -1.47918
H6 0.11006 -3.61286 0.51031
H7 -1.22498 -2.84662 -0.35565

---

Stability, lowest: entry c